(1)
DFT (ωB97M-V/def2-TZVPD) results for a cluster of 2 separate species, C9H9N3O2 in total in a non-equilibrium geometry.

Atoms and positions in Å:
O1 -4.583 -0.846 0.293
C1 -3.386 -0.432 0.128
C2 -2.413 -1.364 -0.337
C3 -1.194 -0.899 -0.545
N1 -0.905 0.380 -0.735
C4 -1.797 1.335 0.004
O2 -1.378 2.370 0.331
N2 -3.039 0.887 0.205
H1 -2.819 -2.414 -0.362
H2 -0.361 -1.606 -0.850
H3 0.090 0.660 -0.381
H4 -3.740 1.399 0.746
C5 2.954 0.353 -0.795
C6 3.236 -0.829 -0.197
C7 2.359 -1.206 0.927
N3 1.443 -0.328 1.347
C8 1.299 0.917 0.844
C9 2.018 1.254 -0.274
H5 3.518 0.592 -1.578
H6 3.777 -1.633 -0.557
H7 2.190 -2.238 1.343
H8 0.631 1.445 1.466
H9 2.100 2.203 -1.022

SMILES ... O=c1cc[nH]c(=O)[nH]1.c1ccncc1
E_tot ... -663.04310 Ha
Energy above the lowest of the compared OMol25 structures with the same formula, charge and spin ... 79.2 kcal per mole
Maximum force ... 5.5 eV/Å
Frontier orbital gap ... 9.25 eV

(2)
DFT (ωB97M-V/def2-TZVPD) results for a structure of composition C34H56N3OP2Pb in a non-equilibrium geometry.

Atoms and positions in Å:
C1 -1.287 1.631 -2.568
C2 -1.915 2.063 -0.330
C3 -2.044 2.699 -3.041
C4 -2.589 3.236 -0.773
C5 -2.651 3.555 -2.116
H1 -2.128 2.844 -4.119
H2 -3.035 3.868 -0.007
H3 -3.176 4.443 -2.469
N1 -1.120 1.413 -1.256
P1 0.797 -0.265 -3.009
P2 -1.589 0.540 2.266
C6 -0.680 0.656 -3.587
H4 -1.462 -0.068 -3.875
H5 -0.435 1.212 -4.503
C7 -2.141 1.649 1.020
H6 -2.731 2.426 1.535
C8 -3.306 0.334 3.222
C9 -0.204 1.290 3.459
C10 0.714 -2.067 -3.618
C11 2.185 0.807 -3.720
C12 -3.398 -1.168 3.498
H7 -2.670 -1.503 4.247
H8 -4.408 -1.407 3.863
H9 -3.224 -1.721 2.568
C13 -3.414 1.124 4.527
H10 -2.620 0.900 5.249
H11 -3.443 2.207 4.351
H12 -4.368 0.846 5.004
C14 -4.481 0.725 2.313
H13 -5.414 0.263 2.677
H14 -4.637 1.809 2.288
H15 -4.313 0.366 1.294
C15 -0.045 0.324 4.645
H16 0.278 -0.671 4.304
H17 0.726 0.710 5.330
H18 -0.961 0.187 5.231
C16 1.149 1.363 2.731
H19 1.488 0.378 2.380
H20 1.139 2.075 1.895
H21 1.910 1.723 3.443
C17 -0.603 2.704 3.876
H22 -1.505 2.733 4.496
H23 0.217 3.141 4.466
H24 -0.764 3.344 2.998
C18 3.524 0.170 -3.306
H25 4.340 0.725 -3.795
H26 3.682 0.229 -2.217
H27 3.605 -0.882 -3.617
C19 2.067 2.210 -3.092
H28 1.089 2.669 -3.288
H29 2.245 2.195 -2.006
H30 2.834 2.856 -3.548
C20 2.101 0.949 -5.246
H31 2.951 1.566 -5.575
H32 2.173 -0.008 -5.773
H33 1.188 1.459 -5.572
C21 -0.755 -2.497 -3.754
H34 -1.240 -2.044 -4.630
H35 -0.794 -3.589 -3.890
H36 -1.333 -2.251 -2.853
C22 1.394 -2.945 -2.543
H37 0.884 -2.881 -1.570
H38 1.347 -3.993 -2.874
H39 2.452 -2.684 -2.397
C23 1.420 -2.258 -4.965
H40 0.932 -1.689 -5.767
H41 2.487 -2.006 -4.929
H42 1.349 -3.323 -5.235
Pb1 0.584 -0.087 -0.286
C24 3.134 1.126 0.011
O1 4.043 1.646 0.465
N2 -1.578 -1.066 0.005
C25 -2.735 -1.232 0.212
C26 -3.856 -2.261 -0.096
C27 -5.244 -1.747 0.257
C28 -3.802 -2.534 -1.597
C29 -3.562 -3.543 0.688
H43 -5.354 -1.601 1.339
H44 -5.452 -0.801 -0.260
H45 -5.998 -2.484 -0.059
H46 -2.897 -3.100 -1.852
H47 -4.660 -3.142 -1.915
H48 -3.823 -1.587 -2.158
H49 -4.223 -4.357 0.364
H50 -2.529 -3.868 0.509
H51 -3.715 -3.398 1.764
C30 3.108 -4.086 2.503
C31 3.837 -3.260 1.643
C32 3.179 -2.215 0.988
N3 1.862 -1.982 1.155
C33 1.157 -2.772 1.992
C34 1.747 -3.834 2.681
H52 3.595 -4.907 3.025
H53 4.900 -3.398 1.460
H54 3.716 -1.543 0.310
H55 0.093 -2.538 2.100
H56 1.123 -4.435 3.340

E_tot ... -2443.89863 Ha
Energy above the lowest of the compared OMol25 structures with the same formula, charge and spin ... 63.9 kcal per mole
Maximum force ... 4.8 eV/Å
Frontier orbital gap ... 5.62 eV
Net charge ... +1

(3)
DFT (ωB97M-V/def2-TZVPD) results for a structure of composition C19H43OP3RhSSe in a non-equilibrium geometry.

Atoms and positions in Å:
Rh1 0.826 0.479 0.080
P1 2.445 -0.860 0.809
P2 -0.315 0.883 1.983
P3 0.325 -0.625 -2.107
H1 -4.700 0.777 -0.602
C1 -3.612 0.618 -0.693
C2 -3.137 -0.728 -0.315
H2 -2.578 -0.730 0.637
C3 3.975 0.150 0.932
C4 2.370 -1.628 2.468
C5 3.006 -2.253 -0.231
C6 -1.811 1.902 2.160
C7 -0.732 -0.568 3.009
C8 0.954 1.757 2.966
C9 -1.080 -0.124 -3.185
C10 0.246 -2.458 -2.263
C11 1.762 -0.307 -3.215
H3 -3.274 0.985 -1.669
H4 -2.666 -1.403 -1.052
H5 4.783 -0.443 1.391
H6 3.747 1.044 1.527
H7 4.253 0.480 -0.080
H8 3.393 -1.909 2.777
H9 1.726 -2.521 2.442
H10 1.952 -0.921 3.195
H11 4.048 -2.510 0.024
H12 2.946 -1.979 -1.291
H13 2.362 -3.125 -0.051
H14 -1.790 2.391 3.145
H15 -2.716 1.279 2.111
H16 -1.854 2.673 1.382
H17 -0.424 -0.364 4.042
H18 -0.220 -1.465 2.648
H19 -1.809 -0.768 2.998
H20 0.435 2.321 3.748
H21 1.505 2.438 2.305
H22 1.657 1.060 3.434
H23 -0.850 -0.363 -4.234
H24 -1.244 0.956 -3.092
H25 -2.001 -0.648 -2.906
H26 0.283 -2.747 -3.326
H27 -0.667 -2.864 -1.799
H28 1.105 -2.920 -1.767
H29 1.476 -0.538 -4.251
H30 2.625 -0.928 -2.948
H31 2.060 0.747 -3.139
C12 1.000 3.729 -1.404
C13 -0.387 3.903 -1.305
C14 -0.923 5.119 -1.761
C15 -0.082 6.094 -2.328
C16 1.301 5.895 -2.400
C17 1.843 4.709 -1.945
Se1 1.979 2.205 -0.792
H32 -2.923 1.242 -0.046
H33 -1.000 3.101 -0.878
H34 -2.003 5.322 -1.692
H35 -0.512 7.017 -2.723
H36 1.964 6.641 -2.811
H37 2.912 4.513 -1.993
C18 -3.556 -4.364 1.624
S1 -2.134 -3.406 1.050
C19 -0.846 -4.547 1.602
O1 -2.157 -3.494 -0.448
H38 -3.411 -4.631 2.676
H39 -3.609 -5.252 0.981
H40 -4.444 -3.735 1.507
H41 -1.030 -5.499 1.083
H42 0.129 -4.130 1.319
H43 -0.894 -4.676 2.691

E_tot ... -4758.06089 Ha
Energy above the lowest of the compared OMol25 structures with the same formula, charge and spin ... 5.0 kcal per mole
Spin multiplicity ... 5
Maximum force ... 4.0 eV/Å
Frontier orbital gap (alpha / beta) ... 4.22 / 3.29 eV
Net charge ... +3

(4)
DFT (ωB97M-V/def2-TZVPD) results for a cluster of 4 separate species, C2H12NO4 in total in a non-equilibrium geometry.

Atoms and positions in Å:
O1 2.083 0.550 -0.688
C1 2.078 0.548 0.541
C2 0.907 0.044 1.317
N1 -0.177 0.014 0.282
H1 2.927 1.000 1.094
H2 1.100 -0.985 1.799
H3 0.507 0.655 2.165
H4 -0.228 -0.934 -0.273
H5 -1.172 0.235 0.648
H6 -0.060 0.936 -0.404
H7 0.202 2.895 -1.111
H8 -1.374 3.167 -0.844
O2 -0.563 2.601 -0.727
H9 -3.664 -0.112 -1.257
H10 -2.460 0.639 -1.801
O3 -2.688 -0.077 -1.178
H11 1.300 -3.755 0.840
H12 0.676 -3.935 -0.640
O4 0.607 -3.486 0.238

E_tot ... -438.84303 Ha
Energy above the lowest of the compared OMol25 structures with the same formula, charge and spin ... 25.1 kcal per mole
Maximum force ... 4.7 eV/Å
Frontier orbital gap ... 11.39 eV
Net charge ... +1

(5)
DFT (ωB97M-V/def2-TZVPD) results for a structure of composition C8H13FNO in a non-equilibrium geometry.

Atoms and positions in Å:
C1 -2.528 -0.506 -0.334
C2 -3.364 -1.400 -0.233
C3 1.808 0.081 -0.356
C4 1.268 -1.273 -0.030
C5 0.898 0.950 0.512
C6 0.215 -1.156 0.969
C7 -1.712 2.271 -0.428
C8 -1.284 0.268 -0.412
N1 -0.337 0.190 0.731
O1 -4.284 -2.308 -0.219
F1 -1.323 2.626 0.820
H1 2.798 0.188 0.058
H2 1.568 0.280 -1.414
H3 0.833 -1.852 -0.794
H4 2.066 -1.923 0.464
H5 1.315 0.979 1.470
H6 0.993 2.059 0.212
H7 -0.493 -2.010 1.016
H8 0.737 -1.205 1.970
H9 -1.034 2.617 -1.168
H10 -2.762 2.323 -0.486
H11 -0.818 0.075 -1.349
H12 -0.897 0.722 1.530
H13 -4.032 -3.089 0.220

E_tot ... -542.05823 Ha
Energy above the lowest of the compared OMol25 structures with the same formula, charge and spin ... 48.2 kcal per mole
Maximum force ... 4.9 eV/Å
Frontier orbital gap ... 10.04 eV
Net charge ... +1

(6)
DFT (ωB97M-V/def2-TZVPD) results for a structure of composition C11H18ClF9N9O8RhS.

Atoms and positions in Å:
Rh1 0.051 0.345 -0.112
C1 5.406 0.752 0.292
N1 4.256 -0.007 -0.175
C2 4.428 -1.452 -0.252
C3 2.994 0.498 -0.200
N2 1.950 -0.237 -0.097
N3 2.927 1.878 -0.388
C4 1.793 2.627 -0.646
N4 2.037 3.950 -0.870
N5 0.635 2.105 -0.740
H1 6.111 0.956 -0.517
H2 5.925 0.180 1.062
H3 5.103 1.689 0.754
H4 5.459 -1.654 -0.533
H5 3.774 -1.863 -1.019
H6 4.208 -1.948 0.697
H7 2.088 -1.207 0.206
H8 3.787 2.308 -0.682
H9 2.861 4.360 -0.467
H10 1.232 4.554 -0.906
H11 -0.197 2.690 -0.823
O1 0.103 -0.361 -2.045
Cl1 -1.087 -1.047 -2.721
O2 -1.382 -0.282 -3.883
O3 -0.619 -2.357 -3.053
O4 -2.166 -1.083 -1.797
N6 0.383 -1.098 5.970
C5 0.622 -0.886 4.662
N7 1.492 -1.688 4.030
N8 0.020 0.162 4.125
C6 0.207 0.478 2.890
N9 0.322 0.873 1.805
H12 0.571 -1.994 6.381
H13 -0.340 -0.534 6.384
H14 1.743 -2.548 4.491
H15 1.410 -1.801 3.022
C7 -0.446 -4.000 -0.192
S1 -0.043 -2.844 1.077
O5 1.433 -2.801 1.175
O6 -0.659 -3.282 2.305
O7 -0.591 -1.554 0.606
H16 -0.352 -4.998 0.230
H17 0.234 -3.855 -1.027
H18 -1.464 -3.802 -0.518
F1 -3.759 2.221 -1.759
C8 -3.635 2.763 -0.554
F2 -4.861 3.064 -0.112
F3 -2.965 3.927 -0.708
C9 -2.823 1.828 0.401
O8 -1.714 1.495 -0.276
C10 -2.509 2.635 1.713
F4 -3.509 3.434 2.106
F5 -2.228 1.829 2.746
F6 -1.432 3.418 1.520
C11 -3.687 0.589 0.778
F7 -4.662 0.909 1.653
F8 -4.266 0.052 -0.291
F9 -2.921 -0.344 1.347

E_tot ... -3392.30338 Ha
Energy above the lowest of the compared OMol25 structures with the same formula, charge and spin ... 0.0 kcal per mole
Maximum force ... 0.6 eV/Å
Frontier orbital gap ... 8.82 eV

(7)
DFT (ωB97M-V/def2-TZVPD) results for a structure of composition C39H36F2N7O4SeTa in a non-equilibrium geometry.

Atoms and positions in Å:
Ta1 -1.503 -0.038 -0.638
F1 -2.260 -2.717 4.086
C1 -2.796 -1.867 3.212
C2 -2.098 -1.562 2.061
C3 -2.657 -0.679 1.136
C4 -3.915 -0.114 1.389
C5 -4.558 -0.444 2.572
F2 -5.741 0.106 2.875
C6 -4.027 -1.318 3.495
C7 -4.434 0.820 0.378
C8 -5.745 1.267 0.289
C9 -6.103 2.134 -0.727
C10 -5.149 2.549 -1.644
C11 -3.873 2.054 -1.520
N1 -3.516 1.208 -0.536
H1 -1.136 -2.038 1.908
H2 -4.561 -1.554 4.407
H3 -6.481 0.932 1.001
H4 -7.127 2.484 -0.800
H5 -5.389 3.235 -2.445
H6 -3.090 2.337 -2.209
C12 3.309 1.520 5.371
O1 2.896 0.936 4.129
C13 3.768 0.108 3.508
C14 5.016 -0.241 3.985
C15 5.831 -1.081 3.231
C16 5.409 -1.551 2.002
C17 4.151 -1.201 1.520
C18 3.320 -0.394 2.282
N2 2.026 0.056 1.898
C19 1.171 -0.453 1.020
N3 1.329 -1.697 0.609
C20 0.482 -2.492 -0.194
C21 -0.732 -2.093 -0.760
C22 -1.489 -3.099 -1.405
C23 -1.039 -4.394 -1.498
C24 0.199 -4.757 -0.967
C25 0.955 -3.811 -0.317
O2 2.156 -4.041 0.265
C26 2.636 -5.395 0.288
N4 0.118 0.285 0.609
C27 0.106 1.694 0.928
C28 -0.964 2.230 1.640
C29 -1.024 3.592 1.903
C30 0.013 4.403 1.476
C31 1.108 3.876 0.785
C32 1.164 2.522 0.495
O3 2.175 1.923 -0.147
C33 3.380 2.676 -0.345
H7 2.521 2.203 5.665
H8 4.239 2.071 5.246
H9 3.431 0.751 6.131
H10 5.358 0.129 4.942
H11 6.805 -1.359 3.616
H12 6.053 -2.186 1.405
H13 3.852 -1.538 0.533
H14 1.725 0.891 2.385
H15 2.078 -2.221 1.044
H16 -2.454 -2.860 -1.822
H17 -1.646 -5.144 -1.991
H18 0.553 -5.775 -1.059
H19 1.918 -6.045 0.784
H20 3.561 -5.379 0.851
H21 2.829 -5.752 -0.723
H22 -1.736 1.563 2.002
H23 -1.857 4.003 2.460
H24 -0.013 5.466 1.686
H25 1.912 4.533 0.473
H26 4.121 1.974 -0.714
H27 3.726 3.107 0.596
H28 3.230 3.466 -1.081
O4 -2.686 -1.094 -4.660
C34 -2.516 -0.821 -3.542
N5 -2.335 -0.521 -2.377
C35 -2.174 2.437 -5.030
N6 -1.051 1.491 -4.950
C36 -0.587 0.731 -6.011
C37 0.425 -0.022 -5.538
N7 0.566 0.293 -4.197
C38 1.559 -0.300 -3.289
C39 -0.336 1.225 -3.848
Se1 -0.475 2.067 -2.173
H29 -2.232 2.820 -6.044
H30 -2.001 3.258 -4.345
H31 -3.105 1.933 -4.784
H32 -1.023 0.784 -6.996
H33 1.052 -0.745 -6.036
H34 2.191 -0.963 -3.871
H35 1.060 -0.870 -2.511
H36 2.157 0.480 -2.828

E_tot ... -4849.81999 Ha
Maximum force ... 1.2 eV/Å
Frontier orbital gap ... 6.64 eV
Net charge ... +2

(8)
DFT (ωB97M-V/def2-TZVPD) results for a structure of composition C2H2O2S in a non-equilibrium geometry.

Atoms and positions in Å:
C1 0.044 -0.334 -0.385
C2 -1.377 -0.055 0.354
O1 0.106 -1.353 -0.957
O2 -2.337 0.281 -0.221
S1 2.289 0.314 -0.561
H1 -1.100 -0.360 1.499
H2 2.375 1.506 0.271

E_tot ... -625.95750 Ha
Energy above the lowest of the compared OMol25 structures with the same formula, charge and spin ... 65.8 kcal per mole
Maximum force ... 3.8 eV/Å
Frontier orbital gap ... 8.27 eV

(9)
DFT (ωB97M-V/def2-TZVPD) results for the molecule C5H14N2 in a non-equilibrium geometry.

Atoms and positions in Å:
C1 2.513 2.185 0.281
C2 2.191 0.782 -0.137
N1 0.720 0.452 -0.007
C3 0.480 -0.903 -0.511
C4 -0.910 -1.364 -0.017
N2 -2.018 -0.602 -0.583
C5 -3.264 -0.886 0.063
H1 3.579 2.377 0.163
H2 2.179 2.418 1.294
H3 1.971 2.899 -0.333
H4 2.668 -0.021 0.432
H5 2.337 0.617 -1.205
H6 0.556 0.436 0.994
H7 1.224 -1.571 -0.067
H8 0.342 -0.821 -1.591
H9 -1.113 -2.426 0.062
H10 -0.818 -0.998 1.043
H11 -1.720 0.356 -0.538
H12 -4.006 -0.144 -0.239
H13 -3.635 -1.860 -0.273
H14 -3.277 -0.926 1.169

SMILES ... CCNCCNC
E_tot ... -308.37197 Ha
Energy above the lowest of the compared OMol25 structures with the same formula, charge and spin ... 32.1 kcal per mole
Maximum force ... 2.8 eV/Å
Frontier orbital gap ... 9.68 eV

(10)
DFT (ωB97M-V/def2-TZVPD) results for the molecule C18H11BrN2O2 in a non-equilibrium geometry.

Atoms and positions in Å:
C1 2.950 -1.475 -2.009
C2 2.103 -1.001 -0.841
N1 2.522 -0.969 0.379
C3 1.479 -0.429 1.142
C4 0.471 -0.040 0.323
N2 0.837 -0.488 -0.954
C5 0.055 -0.370 -2.143
C6 -0.398 -1.502 -2.798
C7 -1.169 -1.374 -3.947
C8 -1.488 -0.114 -4.466
Br1 -2.547 0.084 -6.032
C9 -1.049 1.021 -3.772
C10 -0.261 0.899 -2.639
C11 -0.725 0.649 0.851
O1 -1.456 1.314 0.136
C12 -0.844 0.769 2.321
C13 -2.007 1.297 2.901
C14 -2.099 1.475 4.298
C15 -1.102 1.042 5.131
C16 0.121 0.534 4.579
C17 0.219 0.315 3.195
C18 1.431 -0.282 2.600
O2 2.387 -0.570 3.305
H1 2.753 -0.914 -2.942
H2 4.010 -1.322 -1.810
H3 2.752 -2.536 -2.213
H4 -0.130 -2.463 -2.389
H5 -1.538 -2.259 -4.434
H6 -1.360 1.999 -4.116
H7 0.137 1.734 -2.060
H8 -2.778 1.673 2.235
H9 -3.000 1.931 4.710
H10 -1.178 1.203 6.208
H11 0.902 0.170 5.250

SMILES ... Cc1nc2c(n1-c1ccc(Br)cc1)C(=O)c1ccccc1C2=O
E_tot ... -3526.55644 Ha
Energy above the lowest of the compared OMol25 structures with the same formula, charge and spin ... 0.0 kcal per mole
Maximum force ... 2.5 eV/Å
Frontier orbital gap ... 8.27 eV

(11)
DFT (ωB97M-V/def2-TZVPD) results for a cluster of 2 separate species, C21H25N2S in total in a non-equilibrium geometry.

Atoms and positions in Å:
C1 -2.743 0.424 3.481
S1 -2.263 -0.038 1.763
C2 -3.553 0.932 0.894
C3 -0.918 0.965 1.485
C4 0.379 0.665 1.935
C5 1.428 1.620 1.768
C6 2.709 1.344 2.194
C7 3.010 0.113 2.793
C8 4.348 -0.183 3.224
N1 5.440 -0.424 3.574
C9 1.993 -0.840 2.976
C10 0.702 -0.578 2.562
H1 -2.009 -0.014 4.167
H2 -2.758 1.518 3.570
H3 -3.736 -0.007 3.659
H4 -3.382 0.815 -0.182
H5 -4.520 0.499 1.180
H6 -3.477 1.984 1.198
H7 -1.140 1.908 0.983
H8 1.174 2.569 1.296
H9 3.507 2.079 2.071
H10 2.236 -1.794 3.452
H11 -0.078 -1.330 2.707
C11 -2.071 -4.231 -1.693
N2 -1.016 -3.253 -1.920
C12 0.199 -3.705 -2.585
C13 -1.189 -1.985 -1.581
C14 -0.184 -1.006 -1.706
C15 -0.494 0.336 -1.749
C16 0.457 1.400 -1.928
C17 0.010 2.736 -2.111
C18 0.913 3.777 -2.297
C19 2.291 3.521 -2.303
C20 2.755 2.212 -2.118
C21 1.857 1.162 -1.928
H12 -1.752 -5.177 -2.136
H13 -2.258 -4.373 -0.619
H14 -3.013 -3.899 -2.152
H15 0.025 -4.744 -2.885
H16 0.417 -3.090 -3.471
H17 1.069 -3.657 -1.914
H18 -2.193 -1.719 -1.220
H19 0.856 -1.337 -1.814
H20 -1.553 0.612 -1.703
H21 -1.068 2.920 -2.112
H22 0.542 4.791 -2.444
H23 3.001 4.335 -2.452
H24 3.825 2.002 -2.125
H25 2.225 0.145 -1.782

E_tot ... -1322.57008 Ha
Energy above the lowest of the compared OMol25 structures with the same formula, charge and spin ... 91.6 kcal per mole
Maximum force ... 2.4 eV/Å
Frontier orbital gap ... 4.56 eV
Net charge ... +1